Density functional theory data (wB97M-V/def2-TZVPD) for a structure of composition C61H47F3N5P3PbSi in a non-equilibrium geometry.

Geometry (Å):
Pb  -0.78  0.33  -1.13
C  -4.60  4.67  -0.58
C  -4.86  3.60  -1.42
C  -4.41  2.33  -1.08
C  -3.71  2.12  0.11
C  -3.45  3.21  0.94
C  -3.90  4.47  0.60
P  -2.98  0.50  0.49
C  -4.18  -0.73  -0.12
C  -4.07  -1.02  -1.49
C  -4.95  -1.90  -2.10
C  -5.94  -2.50  -1.35
C  -6.04  -2.25  0.01
C  -5.16  -1.37  0.63
C  -3.00  0.50  2.33
C  -4.27  0.70  2.87
C  -4.48  0.70  4.24
C  -3.40  0.53  5.09
C  -2.13  0.39  4.56
C  -1.89  0.37  3.19
Si  -0.08  0.24  2.63
C  0.37  -1.60  2.73
C  0.78  -1.99  4.01
C  1.06  -3.31  4.33
C  0.91  -4.29  3.36
C  0.52  -3.94  2.09
C  0.26  -2.60  1.75
P  -0.16  -2.25  0.02
C  -1.35  -3.59  -0.35
C  -2.42  -3.75  0.54
C  -3.35  -4.75  0.32
C  -3.24  -5.58  -0.78
C  -2.19  -5.41  -1.68
C  -1.25  -4.41  -1.46
C  1.33  -2.68  -0.94
C  2.50  -3.22  -0.39
C  3.59  -3.47  -1.21
C  3.55  -3.19  -2.56
C  2.40  -2.63  -3.11
C  1.31  -2.37  -2.30
C  1.33  1.16  3.47
C  1.39  1.20  4.87
C  2.47  1.73  5.55
C  3.56  2.22  4.83
C  3.52  2.20  3.45
C  2.42  1.69  2.75
P  3.50  1.16  0.12
C  4.98  0.10  -0.06
C  5.52  -0.53  1.05
C  6.59  -1.40  0.90
C  7.13  -1.61  -0.36
C  6.57  -0.99  -1.48
C  5.50  -0.13  -1.33
C  3.50  2.35  -1.25
C  4.55  3.18  -1.61
C  4.34  4.23  -2.49
C  3.06  4.52  -2.95
C  2.02  3.69  -2.57
C  2.23  2.59  -1.77
H  -4.95  5.66  -0.84
H  -5.41  3.75  -2.33
H  -4.63  1.49  -1.73
H  -2.91  3.06  1.87
H  -3.71  5.31  1.27
H  -3.29  -0.55  -2.08
H  -4.86  -2.11  -3.16
H  -6.64  -3.18  -1.83
H  -6.81  -2.74  0.59
H  -5.24  -1.21  1.69
H  -5.11  0.88  2.21
H  -5.48  0.84  4.64
H  -3.55  0.52  6.17
H  -1.30  0.28  5.25
H  0.89  -1.24  4.78
H  1.38  -3.56  5.33
H  1.11  -5.33  3.60
H  0.39  -4.71  1.33
H  -2.50  -3.10  1.41
H  -4.16  -4.89  1.02
H  -3.96  -6.37  -0.94
H  -2.10  -6.06  -2.54
H  -0.42  -4.30  -2.15
H  2.56  -3.43  0.66
H  4.49  -3.90  -0.77
H  4.40  -3.40  -3.19
H  2.36  -2.40  -4.17
H  0.41  -1.94  -2.74
H  0.56  0.83  5.45
H  2.48  1.76  6.63
H  4.42  2.61  5.35
H  4.36  2.59  2.88
H  5.10  -0.35  2.04
H  7.01  -1.90  1.76
H  7.98  -2.26  -0.49
H  6.98  -1.17  -2.46
H  5.05  0.34  -2.20
H  5.54  3.02  -1.20
H  5.16  4.88  -2.77
H  2.88  5.40  -3.56
H  0.51  4.65  -3.65
H  1.42  1.96  -1.46
N  0.10  4.82  -1.67
C  -0.59  3.89  -0.88
N  -0.88  2.83  -1.53
C  -0.35  2.92  -2.80
N  0.59  4.08  -2.80
C  -0.48  2.00  -3.84
C  -0.03  2.25  -5.17
N  -0.29  1.45  -6.17
C  -0.99  0.33  -5.92
C  -1.36  0.01  -4.64
N  -1.11  0.81  -3.59
H  0.81  5.39  -1.23
H  -0.86  4.09  0.15
H  0.54  3.15  -5.40
H  -1.22  -0.30  -6.76
H  -1.87  -0.92  -4.42
F  2.51  -0.01  -0.44
C  2.37  1.89  1.27
F  2.38  3.30  1.06
F  -0.21  1.04  1.20

LUMO energy	-5.06	eV
HOMO level	-0.4224	hartree
Kohn-Sham gap	6.44	eV
charge	+2

Density functional theory data (wB97M-V/def2-TZVPD) for a structure of composition C36H33BF4N7P2S4SbSe2W.

Geometry (Å):
W  1.20  -1.23  -1.71
C  -2.28  -4.10  -5.57
C  -2.73  -4.44  -4.16
N  -2.60  -3.32  -3.22
C  -1.37  -2.90  -2.85
S  -1.28  -1.40  -1.94
N  -0.32  -3.58  -3.13
N  0.88  -3.03  -2.71
C  1.93  -3.71  -3.18
C  1.76  -4.85  -4.13
C  3.16  -3.29  -2.66
C  4.42  -3.91  -2.88
C  5.50  -3.53  -2.15
C  5.34  -2.54  -1.16
C  4.13  -1.93  -1.02
N  3.05  -2.24  -1.79
H  -2.42  -4.97  -6.22
H  -1.22  -3.82  -5.58
H  -2.85  -3.27  -5.97
H  -2.15  -5.27  -3.75
H  -3.78  -4.73  -4.15
H  -3.27  -2.57  -3.36
H  1.49  -4.48  -5.12
H  0.96  -5.51  -3.80
H  2.68  -5.43  -4.22
H  4.50  -4.69  -3.63
H  6.46  -3.99  -2.31
H  6.16  -2.22  -0.53
H  3.98  -1.15  -0.28
S  -3.76  -0.63  -4.82
Sb  -1.81  0.30  -4.11
S  1.44  -0.17  -3.93
S  -0.03  -0.93  -5.19
Se  -0.55  2.53  4.00
P  -1.21  2.98  2.06
C  -3.02  2.80  1.88
C  -3.83  3.03  2.99
C  -5.21  2.90  2.89
C  -5.79  2.52  1.69
C  -4.99  2.29  0.58
C  -3.61  2.43  0.67
C  -0.86  4.68  1.54
C  0.09  5.42  2.24
C  0.39  6.71  1.85
C  -0.25  7.27  0.76
C  -1.21  6.54  0.06
C  -1.51  5.25  0.44
C  -0.53  1.95  0.75
C  0.03  0.68  0.66
N  0.22  0.47  -0.67
N  -0.19  1.53  -1.34
N  -0.64  2.43  -0.51
P  0.51  -0.57  1.84
Se  1.12  -2.34  0.70
C  1.87  0.11  2.81
C  1.98  0.02  4.19
C  3.11  0.51  4.82
C  4.12  1.11  4.08
C  4.00  1.22  2.70
C  2.88  0.71  2.06
C  -0.89  -1.01  2.89
C  -0.70  -1.96  3.89
C  -1.77  -2.35  4.67
C  -3.03  -1.82  4.45
C  -3.23  -0.91  3.42
C  -2.16  -0.51  2.64
H  -3.36  3.28  3.93
H  -5.82  3.07  3.76
H  -6.86  2.41  1.62
H  -5.43  1.99  -0.36
H  -3.00  2.25  -0.21
H  0.58  4.97  3.09
H  1.14  7.28  2.39
H  -0.02  8.28  0.45
H  -1.71  6.97  -0.80
H  -2.23  4.67  -0.11
H  1.18  -0.40  4.78
H  3.19  0.45  5.90
H  5.00  1.50  4.58
H  4.77  1.69  2.10
H  2.80  0.80  0.99
H  0.28  -2.41  4.04
H  -1.62  -3.08  5.46
H  -3.87  -2.13  5.06
H  -4.21  -0.51  3.22
H  -2.32  0.18  1.82
F  4.68  1.11  -0.52
B  3.91  1.19  -1.67
F  2.65  0.32  -1.31
F  4.49  0.59  -2.74
F  3.42  2.44  -1.90

LUMO energy (alpha / beta)	2.02 / 1.91	eV
HOMO level (alpha / beta)	-0.1633 / -0.1419	hartree
energy above the lowest of the compared OMol25 structures with the same formula, charge and spin	0.0	kcal per mole
Kohn-Sham gap (alpha / beta)	6.46 / 5.77	eV
multiplicity	2
charge	-1

Density functional theory data (wB97M-V/def2-TZVPD) for an isolated molecule of C8H20N2.

Geometry (Å):
C  -0.52  -0.74  -2.94
C  0.58  -0.92  -1.91
C  0.04  -0.90  -0.45
C  0.58  -2.13  0.31
C  0.28  0.46  0.35
C  1.80  0.76  0.44
C  -0.37  1.64  -0.41
N  -0.31  0.29  1.72
C  -1.78  0.34  1.79
N  0.24  1.22  2.68
H  -1.27  -1.53  -2.85
H  -1.02  0.23  -2.84
H  -0.10  -0.79  -3.95
H  1.34  -0.15  -2.08
H  1.08  -1.87  -2.12
H  -1.04  -1.06  -0.53
H  1.63  -2.03  0.56
H  0.46  -3.04  -0.29
H  0.01  -2.30  1.23
H  2.35  -0.02  0.98
H  2.26  0.87  -0.54
H  2.00  1.71  0.95
H  -0.33  2.57  0.17
H  -1.42  1.44  -0.66
H  0.14  1.84  -1.36
H  -2.17  1.35  1.60
H  -2.11  0.04  2.79
H  -2.25  -0.35  1.09
H  0.07  0.89  3.64
H  -0.16  2.15  2.61

LUMO energy	0.93	eV
HOMO level	-0.3146	hartree
energy above the lowest of the compared OMol25 structures with the same formula, charge and spin	28.6	kcal per mole
Kohn-Sham gap	9.49	eV
charge	0

Density functional theory data (wB97M-V/def2-TZVPD) for a structure of composition C13H19Cl2CrN in a non-equilibrium geometry.

Geometry (Å):
Cr  1.69  -0.09  -0.33
Cl  0.68  -1.85  -1.18
Cl  2.77  1.80  -0.27
C  2.62  -1.15  1.24
H  3.70  -1.00  1.33
H  2.38  -2.21  1.41
C  -0.87  1.57  -1.93
C  0.34  1.39  -2.42
H  -1.04  2.21  -1.05
C  0.58  0.43  -3.56
H  1.13  2.12  -2.22
C  -0.66  -0.06  -4.30
H  1.28  0.84  -4.29
H  1.11  -0.43  -3.10
C  -1.89  -0.21  -3.42
H  -0.97  0.67  -5.05
H  -0.45  -0.98  -4.86
C  -2.16  1.01  -2.50
H  -2.77  -0.34  -4.07
H  -1.76  -1.13  -2.83
H  -2.76  1.77  -3.07
H  -2.80  0.66  -1.66
C  -0.71  -0.76  5.27
C  -0.21  -0.49  3.87
C  1.15  -0.47  3.62
C  1.79  -0.30  2.27
N  0.77  0.07  1.35
C  -0.53  -0.03  1.54
C  -1.08  -0.29  2.79
H  -0.17  -1.64  5.67
H  -0.47  0.07  5.94
H  -1.78  -0.96  5.36
H  1.78  -0.43  4.50
H  2.59  0.43  2.47
H  -1.12  0.12  0.62
H  -2.16  -0.34  2.86

LUMO energy (alpha / beta)	3.11 / 3.11	eV
HOMO level (alpha / beta)	-0.0958 / -0.1007	hartree
energy above the lowest of the compared OMol25 structures with the same formula, charge and spin	20.6	kcal per mole
Kohn-Sham gap (alpha / beta)	5.72 / 5.85	eV
multiplicity	4
charge	-1

Density functional theory data (wB97M-V/def2-TZVPD) for an isolated molecule of C7H10O3 in a non-equilibrium geometry.

Geometry (Å):
C  -1.14  2.16  -0.81
C  -0.44  1.40  0.35
O  0.71  2.17  0.66
O  1.68  1.23  1.17
C  1.62  0.12  0.38
C  2.25  -1.06  0.98
C  1.40  0.37  -1.09
O  1.96  0.37  -2.14
C  0.14  0.03  -0.12
C  -0.64  -1.24  -0.41
H  -0.49  1.85  -1.66
H  -0.85  3.19  -0.65
H  -2.19  2.17  -0.91
H  -1.03  1.42  1.20
H  2.28  -0.86  2.04
H  3.24  -1.17  0.78
H  1.57  -1.90  0.74
H  -1.17  -1.53  0.59
H  -0.06  -2.12  -0.59
H  -1.27  -1.12  -1.20

LUMO energy	0.79	eV
HOMO level	-0.3151	hartree
energy above the lowest of the compared OMol25 structures with the same formula, charge and spin	127.9	kcal per mole
Kohn-Sham gap	9.36	eV
charge	0

Density functional theory data (wB97M-V/def2-TZVPD) for a cluster of 2 separate species, C7H16O2 in total in a non-equilibrium geometry.

Geometry (Å):
C  1.97  3.10  -1.65
C  0.74  2.36  -1.27
O  -0.15  1.99  -2.00
O  0.74  2.05  0.03
H  1.94  3.30  -2.71
H  2.04  4.03  -1.10
H  2.86  2.50  -1.46
H  -0.09  1.58  0.18
C  -1.27  -0.88  -1.76
C  -0.56  -0.36  -0.48
C  -0.58  -1.44  0.55
C  -0.13  -1.09  1.91
C  -0.32  -2.11  2.87
H  -0.48  -1.44  -2.37
H  -2.10  -1.67  -1.52
H  -1.64  0.09  -2.41
H  -0.98  0.55  -0.17
H  0.55  -0.14  -0.74
H  -1.71  -1.64  0.76
H  -0.10  -2.41  0.10
H  -0.58  -0.10  2.05
H  0.93  -0.94  1.72
H  0.19  -2.99  2.40
H  0.10  -1.98  3.94
H  -1.37  -2.37  3.14

LUMO energy	0.86	eV
HOMO level	-0.3847	hartree
energy above the lowest of the compared OMol25 structures with the same formula, charge and spin	46.0	kcal per mole
Kohn-Sham gap	11.33	eV
charge	0

Density functional theory data (wB97M-V/def2-TZVPD) for a structure of composition C45H41BrN2O6OsTe.

Geometry (Å):
Os  0.73  0.39  -1.96
Br  2.39  -2.57  -3.76
C  3.09  -0.84  -3.94
C  4.26  -0.70  -4.68
C  4.80  0.55  -4.85
C  4.18  1.64  -4.26
C  3.03  1.43  -3.54
N  2.47  0.20  -3.38
C  2.37  2.60  -2.82
O  2.78  3.72  -3.00
O  1.39  2.27  -2.01
H  4.71  -1.58  -5.11
H  5.71  0.68  -5.43
H  4.54  2.66  -4.35
O  -1.36  0.62  -3.03
C  -2.10  -0.64  -3.11
C  -1.13  -1.79  -2.73
O  -1.46  -2.93  -2.88
O  0.04  -1.44  -2.23
C  -2.55  -0.86  -4.55
C  -2.05  -0.09  -5.59
C  -2.46  -0.33  -6.89
C  -3.36  -1.34  -7.16
C  -3.86  -2.12  -6.12
C  -3.46  -1.88  -4.82
C  -3.27  -0.57  -2.14
C  -4.38  0.19  -2.52
C  -5.49  0.27  -1.68
C  -5.49  -0.40  -0.47
C  -4.38  -1.14  -0.08
C  -3.27  -1.23  -0.92
H  -1.94  1.30  -2.65
H  -1.34  0.71  -5.38
H  -2.07  0.28  -7.70
H  -3.68  -1.53  -8.18
H  -4.57  -2.91  -6.33
H  -3.85  -2.48  -4.01
H  -4.40  0.68  -3.48
H  -6.35  0.85  -1.99
H  -6.35  -0.35  0.18
H  -4.37  -1.65  0.87
H  -2.42  -1.82  -0.61
C  4.91  1.53  7.54
C  4.32  1.24  6.20
C  3.89  2.26  5.36
C  3.34  2.00  4.11
C  2.88  3.15  3.25
C  3.22  0.66  3.70
Te  2.35  0.33  1.85
N  -0.08  0.55  -0.33
C  -1.13  0.95  0.43
O  -1.46  0.37  1.46
C  -1.93  2.12  -0.05
C  -1.36  3.22  -0.69
C  -2.17  4.28  -1.09
C  -3.54  4.24  -0.86
C  -4.10  3.14  -0.22
C  -3.30  2.09  0.20
C  1.02  -1.20  2.27
C  0.98  -2.28  1.38
C  1.90  -2.45  0.21
C  0.04  -3.28  1.62
C  -0.81  -3.24  2.72
C  -1.81  -4.33  2.97
C  -0.73  -2.15  3.58
C  0.16  -1.11  3.38
C  0.11  0.08  4.30
C  3.66  -0.40  4.52
C  3.60  -1.84  4.11
C  4.20  -0.08  5.75
H  4.87  2.60  7.77
H  5.96  1.22  7.57
H  4.39  0.99  8.32
H  3.99  3.29  5.68
H  3.08  4.10  3.74
H  1.81  3.10  3.05
H  3.40  3.17  2.28
H  -0.30  3.25  -0.88
H  -1.72  5.14  -1.57
H  -4.16  5.06  -1.18
H  -5.17  3.11  -0.04
H  -3.71  1.24  0.71
H  2.39  -1.53  -0.10
H  1.35  -2.82  -0.66
H  2.68  -3.17  0.44
H  -0.01  -4.12  0.94
H  -1.87  -5.01  2.12
H  -2.80  -3.91  3.15
H  -1.53  -4.91  3.85
H  -1.42  -2.09  4.41
H  -0.83  0.07  4.85
H  0.14  1.01  3.73
H  0.93  0.09  5.02
H  3.75  -1.98  3.04
H  2.63  -2.28  4.35
H  4.36  -2.41  4.63
H  4.56  -0.88  6.39

LUMO energy (alpha / beta)	-2.90 / -5.67	eV
HOMO level (alpha / beta)	-0.4000 / -0.4017	hartree
energy above the lowest of the compared OMol25 structures with the same formula, charge and spin	13.6	kcal per mole
Kohn-Sham gap (alpha / beta)	7.98 / 5.26	eV
multiplicity	6
charge	+1